# 1
{
  "formula": "C23H21N5O",
  "method": "the ωB97M-V functional and the def2-TZVPD basis",
  "symbols": ["C", "C", "H", "C", "C", "C", "C", "C", "H", "C", "C", "N", "N", "H", "H", "C", "H", "H", "H", "H", "H", "O", "C", "C", "C", "C", "H", "H", "C", "H", "H", "C", "C", "H", "H", "C", "H", "C", "H", "N", "N", "C", "H", "H", "H", "C", "H", "N", "C", "C"],
  "xyz": [[-2.150056, 1.314212, -0.944735], [-1.695026, 3.187896, -2.409584], [-1.723630, 1.624860, 1.128705], [0.742666, -0.976325, 0.811767], [1.969227, 0.323518, -3.641147], [1.760038, -0.604958, -0.173073], [-1.975738, -2.115764, 3.939991], [-0.632059, -1.140517, 0.630144], [-3.085961, -0.215585, 0.186509], [0.758095, -1.759096, 4.473410], [1.222086, -1.134452, 2.167037], [-1.503240, -1.512507, 1.666421], [1.421015, -0.337096, -1.406298], [3.059040, 0.892200, -1.955919], [1.535993, -2.210690, 6.914062], [2.599130, -0.192902, -4.774178], [-2.426085, 1.262952, -3.077036], [-3.091208, -0.541137, -1.533636], [0.530598, 1.248405, -7.084326], [3.438153, -0.890787, -4.681563], [-2.131293, -2.813682, 5.999430], [2.383844, -0.943876, 2.408341], [2.534992, 0.023824, -2.305212], [-1.043639, -1.704547, 2.893834], [-2.146632, 1.868372, -2.231208], [-0.073271, -2.141517, 5.534853], [1.822792, -1.581572, 4.650243], [-0.965392, 4.059674, 0.739926], [-2.458781, -0.135641, -0.720981], [0.029034, -1.542151, 7.572045], [2.833727, -0.520685, 0.035364], [0.449952, -2.334572, 6.919038], [-1.721239, 2.052194, 0.147548], [-3.033322, -2.223684, 3.718817], [0.474470, 1.726769, -2.919713], [0.953356, 1.041460, -6.089583], [0.143412, -3.307943, 7.295394], [0.893769, 1.237659, -3.803097], [-0.467988, -0.607830, -1.278217], [0.369697, 1.577177, -4.999134], [-1.192665, -0.871744, -0.585686], [-1.297471, 3.372235, -0.053576], [2.545309, -0.271643, -6.888249], [-0.906946, 4.940117, -1.485646], [-1.647397, 3.554812, -3.455925], [2.077864, 0.189064, -6.019309], [3.234451, -0.840340, -2.386736], [0.328203, -1.525403, 3.182021], [-1.492918, -2.407329, 5.227262], [-1.248961, 3.908571, -1.338396]],
  "atomic_forces_ev_per_a": [[0.1, -0.1, -0.7], [-0.4, -1.2, -1.7], [0.0, -0.2, 0.4], [0.0, -0.6, 1.4], [0.1, 0.7, -1.1], [-1.0, 0.6, -2.3], [1.7, -0.5, 2.1], [-1.1, 0.3, 0.3], [0.6, -0.3, -0.3], [-0.4, -0.2, 2.0], [0.3, 0.0, -2.0], [0.9, 0.4, -0.4], [0.7, -0.3, 1.6], [0.4, 0.5, 0.5], [-0.1, -0.3, 0.2], [-1.1, 0.6, -0.2], [-0.1, -0.1, -0.2], [0.6, 0.1, 0.2], [0.1, 0.2, 0.6], [-0.3, 0.3, -0.1], [-0.1, 0.2, 0.0], [1.6, 0.1, 1.5], [-0.9, -1.3, 0.4], [0.0, 0.4, -1.3], [0.4, 0.6, 1.0], [-0.4, 0.0, -2.7], [-0.4, 0.0, -0.3], [-0.2, -0.8, -0.1], [-0.9, -0.4, 0.2], [0.2, -0.5, -0.2], [-0.5, -0.2, 0.9], [-0.1, 0.8, 0.0], [0.2, 1.6, -0.5], [0.4, 0.0, -0.3], [0.0, -0.3, -0.3], [0.7, -0.7, 0.2], [0.2, 0.0, 0.2], [0.6, -0.4, -0.6], [-0.4, -0.1, 0.4], [0.7, -0.5, 0.2], [0.1, -0.1, 0.2], [0.3, 0.2, 0.2], [-0.4, 0.4, -0.1], [-0.1, -0.5, 0.1], [0.0, 0.0, 0.9], [-0.1, -0.3, 0.4], [-0.3, 0.6, 0.1], [-2.5, -0.8, 1.1], [1.1, 1.2, -2.2], [0.0, 0.9, 0.4]],
  "smiles": "Cc1ccc2nc(NCc3ccccc3)c(/C=N/Cc3cccnc3)c(=O)n2c1",
  "charge": 0,
  "e_tot_ev": -33689.51863,
  "homo_lumo_gap_ha": 0.2815
}

---

# 2
{
  "formula": "C27H33AsBN6ReS4Si",
  "method": "the ωB97M-V functional and the def2-TZVPD basis",
  "symbols": ["H", "H", "H", "C", "H", "H", "H", "N", "C", "Si", "H", "N", "C", "C", "H", "C", "S", "C", "H", "C", "H", "H", "C", "C", "C", "H", "H", "N", "C", "C", "H", "C", "C", "H", "H", "C", "C", "H", "C", "H", "H", "H", "N", "H", "H", "C", "H", "H", "C", "C", "N", "N", "S", "C", "As", "H", "C", "H", "C", "S", "S", "Re", "H", "H", "H", "C", "B", "C", "H", "C", "H", "H", "C", "H"],
  "xyz": [[1.050960, 2.008244, -2.286446], [4.136829, -3.368852, 1.036457], [-2.202502, 2.500170, -3.948606], [-0.641190, 0.319331, -6.013752], [-1.812622, -3.386354, -1.190693], [2.725254, 2.519441, -2.236342], [-3.635473, 2.639599, -0.961055], [1.538339, -2.370018, 0.799806], [-1.443390, 1.379299, -5.611682], [-1.045921, 1.325884, -1.570292], [0.426808, -0.789974, -3.003168], [1.532468, 0.243581, -0.022316], [-0.121025, -0.193415, -3.729456], [-0.848762, -1.731110, 4.297585], [2.833914, -1.683899, 2.540464], [-0.926253, 0.876487, -3.306828], [-3.359800, 0.783740, 1.966725], [3.315304, 1.588684, 0.158386], [-0.475347, 0.877806, 1.091301], [2.259917, 1.204187, -0.649698], [4.071500, 2.321713, -0.076261], [2.347813, -2.127872, 4.883333], [0.024252, -0.468472, -5.074930], [-1.474624, -1.641703, 3.056025], [3.226018, 0.822312, 1.308877], [-2.456199, 6.692453, -0.329344], [3.601261, -5.014754, 0.668820], [-0.568620, -1.234146, 2.140719], [-0.883014, 5.346770, -0.889833], [-2.842582, -2.172186, 2.751535], [2.100514, -0.389737, 5.033680], [2.081014, -3.546599, 0.474584], [0.285710, -3.239552, -0.810206], [-0.794760, -4.265233, -2.326503], [3.142288, -4.248200, 2.195137], [4.072925, 0.851678, 2.539943], [-3.183371, 4.696612, -0.617258], [2.312247, 0.889108, -2.762093], [-1.539557, 3.045150, -1.246717], [4.723432, 1.722541, 2.516179], [0.659270, -1.281969, -5.401169], [-0.523383, 0.107126, -7.068942], [0.452958, -2.163926, 0.006076], [-0.113375, 6.107424, -0.865918], [4.698981, -0.039714, 2.614600], [-0.550506, 4.040230, -1.219314], [-4.209446, 4.952802, -0.384248], [1.213717, -1.501544, 6.083001], [-1.589012, 1.661284, -4.261436], [2.062378, 1.675499, -2.050424], [0.635578, -1.138698, 2.787051], [2.168728, 0.016261, 1.175614], [-4.840789, 2.080672, 1.527321], [1.310402, -4.121597, -0.544884], [-6.660834, 0.725705, 1.092838], [3.452063, 0.901370, 3.433557], [0.478494, -1.419004, 4.093718], [-0.921546, -2.516073, -2.448087], [-0.872866, -3.349186, -1.745815], [-5.932999, -1.135988, 1.077119], [-2.809075, -0.012578, 0.153366], [-0.539803, -0.394636, 0.080560], [-1.947123, 1.990607, -6.349168], [-3.061419, -2.189977, 1.687928], [-3.625523, -1.616111, 3.262868], [-2.199128, 5.673170, -0.587116], [1.889867, -1.309366, 1.910304], [3.311277, -4.075029, 1.131291], [-2.886196, -3.198479, 3.117628], [-2.856052, 3.388040, -0.939328], [1.480747, -5.074534, -1.020405], [0.483372, 3.811625, -1.450030], [1.600327, -1.357035, 5.077365], [-1.312841, -2.019085, 5.228001]],
  "atomic_forces_ev_per_a": [[0.1, 0.0, 0.0], [0.0, 0.0, 0.0], [0.0, 0.0, 0.0], [0.0, 0.0, 0.0], [0.0, 0.0, 0.0], [-0.1, 0.0, 0.0], [0.0, 0.0, 0.0], [-0.1, 0.0, 0.0], [0.0, 0.0, 0.0], [-0.3, 0.1, 0.8], [0.0, 0.0, 0.0], [-0.1, 0.4, 0.3], [-0.1, 0.0, -0.1], [-0.1, 0.0, 0.1], [-0.1, 0.1, 0.0], [-0.2, -0.3, -0.5], [0.0, 0.2, 0.5], [0.0, 0.1, -0.2], [-0.1, 0.1, -0.1], [0.0, 0.0, 0.0], [-0.1, 0.0, 0.0], [0.0, 0.0, 0.0], [0.0, 0.0, 0.0], [-0.1, -0.2, -0.2], [0.0, 0.0, 0.3], [0.0, 0.0, 0.0], [0.0, 0.0, 0.0], [-0.2, 0.6, 0.2], [0.0, -0.1, 0.0], [0.1, 0.0, 0.1], [0.0, 0.0, 0.0], [0.2, -0.1, 0.1], [0.0, 0.1, 0.1], [0.0, 0.0, 0.0], [0.0, 0.0, 0.0], [0.0, -0.1, -0.2], [0.0, 0.0, 0.0], [-0.1, 0.0, 0.0], [0.2, 0.3, 0.2], [0.0, 0.0, 0.0], [0.0, 0.0, 0.0], [0.0, 0.0, 0.0], [-0.1, 0.0, -0.2], [0.0, 0.0, 0.0], [0.0, 0.0, 0.0], [-0.1, 0.2, 0.0], [0.0, 0.0, 0.0], [0.0, 0.0, 0.0], [0.0, 0.0, -0.1], [0.0, 0.0, 0.2], [0.0, -0.1, -0.1], [0.2, -0.2, -0.3], [-0.2, -0.1, -0.1], [0.0, -0.1, 0.0], [-0.2, 0.3, 0.1], [0.0, 0.0, 0.0], [0.1, 0.0, 0.1], [0.0, 0.0, 0.0], [0.0, 0.0, 0.1], [0.1, -0.3, -0.1], [0.9, 0.3, -0.9], [0.4, -1.3, 0.4], [0.0, 0.0, 0.0], [0.0, 0.0, 0.0], [0.0, 0.0, 0.0], [0.1, 0.0, 0.0], [-0.2, 0.0, 0.1], [-0.1, 0.0, 0.0], [0.0, 0.0, 0.0], [-0.1, 0.1, -0.1], [0.0, 0.1, 0.0], [0.0, 0.0, 0.0], [0.0, -0.1, -0.1], [0.0, 0.0, -0.1]],
  "charge": 2,
  "e_tot_ev": -152327.00342,
  "homo_lumo_gap_ha": [0.2024, 0.2088]
}

---

# 3
{
  "formula": "C4H3NO2S",
  "method": "the ωB97M-V functional and the def2-TZVPD basis",
  "symbols": ["O", "O", "C", "C", "C", "H", "S", "H", "N", "H", "C"],
  "xyz": [[-0.202695, 0.838370, -2.146090], [0.643902, -0.886466, 1.279169], [-0.683155, 0.610780, 0.100485], [0.048972, 0.289386, -0.979408], [-0.392812, -0.001201, 1.357664], [-0.782590, 1.691603, -1.937016], [-1.201753, 0.179987, 2.782930], [-1.455160, 1.415325, 0.223489], [1.009535, -0.665191, -1.000763], [1.857169, -2.172074, 0.217110], [1.158588, -1.300518, 0.102430]],
  "atomic_forces_ev_per_a": [[-1.5, 3.4, -0.5], [0.5, -1.7, 0.1], [-0.9, 1.2, 2.4], [-0.5, 0.3, 0.1], [-0.7, 0.2, -0.1], [1.7, -2.7, -1.0], [0.5, 0.0, -0.6], [0.7, -0.9, -0.9], [0.0, -1.5, 0.2], [-0.8, 1.0, -0.1], [1.0, 0.8, 0.4]],
  "smiles": "Oc1cc(=S)ocn1",
  "charge": 0,
  "e_tot_ev": -20615.65258,
  "homo_lumo_gap_ha": 0.3135
}